A cluster of 2 separate species, C4H9O2 in total at a distorted geometry. Source: the Open Molecules 2025 dataset; level of theory: ωB97M-V with the def2-TZVPD basis set.

CARTESIAN COORDINATES (ANGSTROEM)
C -1.3618 -0.7971 -0.4452
O -0.8186 -0.4792 -1.7214
C -0.5706 -1.9649 0.1793
H -2.3870 -1.1322 -0.6282
H -1.3213 0.0924 0.1830
H -1.1778 -2.4927 0.9212
H 0.3205 -1.5598 0.6595
H -0.2757 -2.5791 -0.6706
C 0.7770 2.2086 0.8764
C 1.7259 1.4766 0.1929
O 1.4756 0.5609 -0.6646
H 0.9714 2.7569 1.7909
H -0.2152 2.2858 0.4452
H 2.7831 1.7124 0.4160
H 0.0744 -0.0887 -1.5344

For the total energy, the calculation gives -8388.7887 eV. The calculation puts the HOMO energy at -2.6 eV. As for the HOMO-LUMO gap: 6.86 eV. Its total charge is -1. The energy relative to the best compared isomer or geometry (same formula, charge and spin) comes out at 164.3 kJ/mol.

natural (NBO) atomic charge list, values in e, 8 entries: C -0.06; O -0.79; C -0.65; H 0.14; H 0.18; H 0.18; H 0.23; H 0.21